Entry 1:
{"formula": "C2H6N2O2", "method": "ωB97M-V with the def2-TZVPD basis set", "symbols": ["C", "N", "C", "N", "O", "O", "H", "H", "H", "H", "H", "H"], "coordinates": [[0.76654, 0.37392, 0.54623], [-1.21279, 0.57640, -0.18409], [0.09351, -0.82699, 0.34630], [-1.39975, 0.45467, -1.55782], [2.22058, -0.48651, 1.16428], [-0.18705, -1.94710, 0.22946], [2.03348, -0.83305, 2.05101], [-2.02535, 0.21057, 0.31233], [-0.84960, 1.14910, -2.05046], [-1.21711, -0.47817, -1.93385], [1.26665, 0.80299, -0.31050], [0.51087, 1.00418, 1.38711]], "forces_ev_per_angstrom": [[3.978, -2.072, 2.456], [0.942, -1.303, 0.630], [-3.561, 1.162, -1.540], [-0.313, -0.197, -0.694], [-0.764, 1.251, -0.491], [0.662, 0.721, 0.295], [-0.121, 0.296, -0.246], [-0.065, 0.079, -0.201], [-0.050, -0.171, 0.102], [-0.047, 0.237, 0.060], [-0.435, 0.092, -0.127], [-0.227, -0.094, -0.245]], "multiplicity": 1, "de_lowest_ev": 6.1280, "charge": 0, "homo_ev": -8.04, "e_lumo_ev": 0.319}


Entry 2:
{"formula": "C5H9N3OS2", "method": "ωB97M-V with the def2-TZVPD basis set", "symbols": ["H", "N", "C", "S", "C", "O", "N", "N", "C", "C", "S", "C", "H", "H", "H", "H", "H", "H", "H", "H"], "coordinates": [[1.74653, 2.94571, -1.15643], [1.21632, 2.15281, -0.78324], [1.86970, 1.22694, -0.30045], [3.64413, 0.76378, -0.23513], [3.20438, -0.82756, 0.28884], [4.02722, -1.70030, 0.46775], [1.93316, -0.86517, 0.84885], [1.24570, 0.33728, 0.57533], [-0.42252, 0.08466, 0.48838], [-0.82826, -0.01028, 1.93326], [-0.90764, -1.47250, -0.33850], [0.06802, -1.26568, -1.86957], [1.32374, -1.67996, 1.00615], [-0.97606, 0.98719, -0.02111], [-0.13472, -0.68105, 2.48721], [-1.77592, -0.37812, 1.96184], [-0.78748, 0.94463, 2.26675], [-0.09609, -0.26231, -2.13466], [0.01429, -1.90433, -2.75020], [1.09556, -1.45981, -1.57746]], "forces_ev_per_angstrom": [[-0.138, -0.645, -0.123], [-0.431, 2.423, -1.156], [0.881, -2.009, 1.942], [-0.943, 1.145, -1.022], [0.335, -2.145, 2.651], [-0.265, -0.005, -0.816], [0.201, 1.164, -1.078], [-3.849, -0.660, -0.544], [1.536, 1.227, -1.060], [2.806, -2.028, -1.196], [0.415, -0.124, -0.316], [0.908, -0.813, 0.695], [0.774, 0.294, -0.448], [1.843, -1.632, 0.779], [-0.569, 0.528, -0.216], [-2.850, -1.048, 0.446], [0.116, 2.799, 1.644], [0.152, 1.304, -0.660], [-1.239, -0.318, 0.355], [0.315, 0.545, 0.124]], "multiplicity": 1, "de_lowest_ev": 0.9257, "charge": 0, "smiles": "[H]/N=c1\\sc(=O)[nH]n1[C@H](C)SC", "homo_ev": -8.69, "e_lumo_ev": 0.614}


Entry 3:
{"formula": "C2H6N2OS", "method": "ωB97M-V with the def2-TZVPD basis set", "symbols": ["N", "C", "C", "S", "N", "O", "H", "H", "H", "H", "H", "H"], "coordinates": [[-1.14374, -0.80925, -0.33212], [0.14208, -0.84174, 0.36319], [1.08307, 0.28011, -0.01938], [2.71239, 0.14528, -0.05040], [0.44797, 1.42808, -0.15740], [-0.85891, 1.73607, 0.21403], [-1.01400, -1.02222, -1.30918], [-1.75503, -1.50514, 0.08286], [0.70529, -1.75168, 0.26583], [-0.01999, -0.75212, 1.47828], [1.02795, 2.19763, -0.44723], [-1.32710, 0.89498, -0.08849]], "forces_ev_per_angstrom": [[0.034, -0.057, 0.254], [0.501, -0.087, 1.467], [-1.550, -0.289, 1.060], [0.546, -0.168, -0.394], [0.619, 0.887, -0.543], [0.288, -0.818, -0.439], [-0.057, -0.193, -0.199], [-0.052, 0.133, -0.238], [0.107, -0.603, -0.303], [-0.073, 0.142, -1.089], [-0.338, 0.550, 0.122], [-0.025, 0.503, 0.301]], "multiplicity": 1, "de_lowest_ev": 2.3393, "charge": 0, "smiles": "NCC(=S)NO", "homo_ev": -8.35, "e_lumo_ev": 0.534}